[1]
Formula: C16H16BF4N8PdSe
Source: the Open Molecules 2025 dataset
Level of theory: the ωB97M-V functional and the def2-TZVPD basis

The value obtained for the largest force on an atom is 0.0098 hartree/bohr. As for the total energy: -109148.78486 eV. The molar mass is 592.54 g mol⁻¹. The HOMO energy is -11.65 eV. For the frontier orbital gap, the calculation gives 7.78 eV.

```
! wB97M-V def2-TZVPD RIJCOSX def2/J DEFGRID3
* xyz 1 1
Pd 0.877 -1.368 -1.099
N 0.560 0.169 1.890
C -0.182 -0.936 1.808
N -0.955 -1.241 2.840
C -1.622 -2.389 2.752
N -2.437 -2.727 3.746
N -1.515 -3.264 1.721
C -0.755 -2.872 0.741
N -0.085 -1.694 0.682
C -0.562 -3.780 -0.409
C -1.112 -5.043 -0.468
C -0.843 -5.824 -1.585
C -0.042 -5.311 -2.588
C 0.474 -4.029 -2.462
N 0.211 -3.289 -1.388
H 0.547 0.675 2.759
H 1.281 0.323 1.202
H -2.533 -2.119 4.541
H -2.935 -3.598 3.706
H -1.727 -5.388 0.349
H -1.255 -6.820 -1.665
H 0.195 -5.886 -3.472
H 1.106 -3.584 -3.218
F 3.728 -0.360 -3.172
B 2.795 -0.960 -3.975
F 1.713 -1.523 -2.915
F 2.070 -0.112 -4.747
F 3.204 -2.108 -4.579
C 2.391 3.167 1.151
N 1.106 3.128 0.467
C 0.705 2.224 -0.439
Se 1.779 0.899 -1.245
N -0.533 2.556 -0.833
C -0.959 3.700 -0.172
C -2.137 4.433 -0.230
C -2.203 5.555 0.574
C -1.138 5.930 1.406
C 0.030 5.196 1.465
C 0.094 4.069 0.657
H 2.952 2.273 0.895
H 2.224 3.216 2.226
H 2.953 4.042 0.829
H -1.026 2.047 -1.549
H -2.958 4.146 -0.872
H -3.096 6.163 0.559
H -1.234 6.821 2.011
H 0.852 5.490 2.104
*
```



[2]
Formula: C16H16BN9O7Pt
Source: the Open Molecules 2025 dataset
Level of theory: the ωB97M-V functional and the def2-TZVPD basis

The value obtained for the largest force on an atom is 0.0892 hartree/bohr. The expectation value of S² is 2.02. As for the total energy: -48504.11443 eV. The molar mass is 652.25 g mol⁻¹. The HOMO energy (spin up / spin down) is -8.54 / -8.55 eV. For the frontier orbital gap (spin up / spin down), the calculation gives 5.93 / 5.88 eV.

```
! wB97M-V def2-TZVPD RIJCOSX def2/J DEFGRID3
* xyz 0 3
H 0.805 3.218 0.456
N 0.527 1.805 -1.066
B 0.260 0.577 -3.332
N 0.488 1.846 -2.447
C 0.844 3.102 -2.842
Pt 0.889 0.149 0.344
H 1.036 3.381 -3.870
C 0.983 3.891 -1.704
H 1.244 4.927 -1.627
C 0.764 3.050 -0.610
H 0.592 0.795 -4.463
C -2.124 -2.760 3.205
H -1.791 -3.164 4.180
H -1.284 -2.509 2.567
H -2.770 -3.535 2.766
N -1.303 0.144 -3.328
N 1.212 -0.502 -2.716
N -1.799 0.042 -2.065
N 1.482 -0.633 -1.352
C -2.310 -0.137 -4.222
C 2.162 -1.224 -3.363
H -2.072 -0.007 -5.285
H 2.335 -1.123 -4.426
C -3.452 -0.531 -3.448
C 2.874 -1.976 -2.424
C -2.988 -0.476 -2.097
C 2.398 -1.614 -1.171
H -4.469 -0.803 -3.690
H 3.681 -2.667 -2.583
H -3.354 -0.759 -1.107
H 2.648 -1.879 -0.150
H -2.711 -1.945 3.404
O 2.661 0.629 7.218
N 1.536 0.679 6.670
O 0.456 0.760 7.288
C 1.528 0.622 5.262
C 2.803 0.443 4.695
C 2.841 0.195 3.372
C 1.704 0.563 2.650
O 2.251 1.039 1.477
C 0.345 0.675 3.220
C 0.286 0.674 4.609
N -0.872 0.913 2.509
O -1.998 1.030 3.031
O -0.681 1.260 1.241
N 4.033 0.073 2.489
O 4.989 0.812 2.757
O 4.026 -0.821 1.614
H 3.773 0.452 5.160
H -0.667 0.736 5.135
*
```



[3]
Formula: C16H16CaN4O3
Source: the Open Molecules 2025 dataset
Level of theory: the ωB97M-V functional and the def2-TZVPD basis

The value obtained for the largest force on an atom is 0.0483 hartree/bohr. As for the total energy: -47382.63641 eV. The molar mass is 352.41 g mol⁻¹. The HOMO energy is -13.70 eV. For the frontier orbital gap, the calculation gives 6.79 eV.

```
! wB97M-V def2-TZVPD RIJCOSX def2/J DEFGRID3
* xyz 2 1
Ca 0.188 -0.026 -0.019
O 0.669 1.999 0.828
C 0.618 3.249 0.590
O -0.113 1.614 -1.737
C 0.174 2.832 -1.801
O 0.184 3.512 -2.943
N 0.516 3.679 -0.738
C 0.544 4.904 -2.676
C 0.556 5.085 -1.182
H -0.182 5.552 -3.186
H 1.551 5.110 -3.065
H -0.344 5.600 -0.832
H 1.421 5.629 -0.788
C 0.668 4.283 1.587
C 1.130 4.155 2.855
H 0.264 5.248 1.263
H 1.685 3.282 3.212
H 0.993 4.982 3.559
N -0.696 -3.965 0.329
C -0.363 -3.326 1.491
C -0.368 -4.163 2.625
C -0.045 -3.603 3.850
C 0.260 -2.227 3.880
C 0.239 -1.468 2.716
N -0.066 -2.010 1.501
C -0.741 -3.531 -0.968
C -1.065 -4.552 -1.889
C -1.142 -4.221 -3.233
C -0.897 -2.879 -3.586
C -0.590 -1.937 -2.609
N -0.494 -2.245 -1.284
H -0.898 -4.956 0.443
H -0.616 -5.229 2.488
H -0.037 -4.231 4.738
H 0.513 -1.739 4.811
H 0.463 -0.396 2.709
H -1.232 -5.572 -1.505
H -1.385 -4.991 -3.961
H -0.947 -2.560 -4.617
H -0.411 -0.888 -2.855
*
```



[4]
Formula: C16H16ClN3O
Source: the Open Molecules 2025 dataset
Level of theory: the ωB97M-V functional and the def2-TZVPD basis

The value obtained for the largest force on an atom is 0.0117 hartree/bohr. As for the total energy: -35892.41559 eV. The molar mass is 301.78 g mol⁻¹. The HOMO energy is -8.08 eV. For the frontier orbital gap, the calculation gives 8.63 eV.

```
! wB97M-V def2-TZVPD RIJCOSX def2/J DEFGRID3
* xyz 0 1
O -1.960 0.815 -2.853
C -0.968 0.816 -2.151
N -0.643 -0.256 -1.392
C 0.466 -0.514 -0.577
C 1.734 -0.040 -0.880
C 2.811 -0.350 -0.069
C 2.627 -1.160 1.035
C 1.372 -1.664 1.328
C 0.270 -1.356 0.537
N -1.015 -1.884 0.733
C -1.180 -3.039 1.599
C -1.564 -2.504 2.994
C -2.021 -1.061 2.723
C -2.048 -0.961 1.189
C -0.069 2.014 -2.106
C 0.422 2.533 -3.300
C 1.203 3.678 -3.285
C 1.454 4.281 -2.064
N 0.959 3.826 -0.926
C 0.219 2.741 -0.948
Cl -0.413 2.264 0.577
H -1.349 -0.986 -1.366
H 1.885 0.556 -1.766
H 3.791 0.032 -0.311
H 3.462 -1.404 1.675
H 1.253 -2.292 2.197
H -0.294 -3.670 1.596
H -2.011 -3.623 1.187
H -2.357 -3.105 3.434
H -0.712 -2.523 3.672
H -1.299 -0.348 3.121
H -2.994 -0.842 3.157
H -3.012 -1.311 0.804
H -1.870 0.052 0.838
H 0.187 2.026 -4.224
H 1.601 4.090 -4.198
H 2.063 5.170 -1.978
*
```



[5]
Formula: C16H16FIO11S
Source: the Open Molecules 2025 dataset
Level of theory: the ωB97M-V functional and the def2-TZVPD basis

The value obtained for the largest force on an atom is 0.1727 hartree/bohr. As for the total energy: -61016.61143 eV. The molar mass is 562.26 g mol⁻¹. The HOMO energy is -10.15 eV. For the frontier orbital gap, the calculation gives 7.63 eV.

```
! wB97M-V def2-TZVPD RIJCOSX def2/J DEFGRID3
* xyz 0 1
O 2.886 6.065 1.757
C 1.949 5.769 0.835
I 2.284 6.472 -1.210
C 0.632 4.935 1.376
C 1.168 3.403 1.751
C 1.270 2.897 3.179
C 1.877 1.350 3.374
O 1.380 0.458 4.246
C 3.141 0.981 2.342
S 4.684 0.046 2.848
O 5.266 0.800 4.102
O 5.746 0.231 1.696
F 4.429 -1.598 3.265
C 3.024 1.475 0.911
C 1.644 2.346 0.546
O 0.946 2.195 -0.583
H 0.325 5.457 2.405
H -0.249 4.916 0.599
H 0.940 3.557 4.110
H 3.885 1.281 0.118
C -2.295 -1.155 1.295
C -2.794 0.047 0.520
C -2.518 -0.023 -0.951
O -2.487 1.346 -1.318
C -2.092 2.033 -0.203
O -1.777 3.210 -0.193
O -2.094 1.223 0.899
H -2.888 -2.044 1.064
H -1.245 -1.367 1.067
H -2.348 -0.964 2.372
H -3.859 0.212 0.726
H -3.302 -0.554 -1.500
H -1.547 -0.468 -1.194
C -0.845 -4.815 -4.611
C -0.965 -3.895 -3.413
C -0.779 -4.586 -2.097
O -1.508 -3.752 -1.212
C -2.486 -3.159 -1.963
O -3.416 -2.519 -1.503
O -2.283 -3.382 -3.296
H 0.188 -5.146 -4.750
H -1.482 -5.699 -4.498
H -1.178 -4.304 -5.521
H -0.283 -3.042 -3.524
H 0.272 -4.643 -1.798
H -1.216 -5.590 -2.063
*
```



[6]
Formula: C16H16N2NiO7S
Source: the Open Molecules 2025 dataset
Level of theory: the ωB97M-V functional and the def2-TZVPD basis

The value obtained for the largest force on an atom is 0.0126 hartree/bohr. The expectation value of S² is 2.04. As for the total energy: -86042.34550 eV. The molar mass is 439.07 g mol⁻¹. The HOMO energy (spin up / spin down) is -7.47 / -7.30 eV. For the frontier orbital gap (spin up / spin down), the calculation gives 7.72 / 6.16 eV.

```
! wB97M-V def2-TZVPD RIJCOSX def2/J DEFGRID3
* xyz 0 3
Ni 0.839 0.420 0.439
O -2.684 2.123 -5.892
C -2.921 0.860 -5.459
O -3.596 0.117 -6.109
C -2.342 0.501 -4.125
C -1.157 1.061 -3.665
C -0.644 0.694 -2.430
C -1.331 -0.221 -1.639
C -2.511 -0.780 -2.113
C -3.012 -0.442 -3.356
N -0.838 -0.517 -0.323
C -0.821 -1.852 0.068
C 0.171 -2.274 0.985
C 0.133 -3.555 1.568
C 1.101 -3.910 2.476
C 2.105 -2.994 2.790
C 2.092 -1.763 2.159
N 1.168 -1.396 1.275
H -2.285 2.637 -5.179
H -0.576 1.740 -4.280
H 0.632 2.116 -2.186
H -3.068 -1.454 -1.476
H -3.927 -0.877 -3.731
H -1.522 -2.562 -0.349
H -0.667 -4.234 1.306
H 1.082 -4.886 2.942
H 2.885 -3.229 3.500
H 2.875 -1.039 2.355
O -1.049 1.853 0.491
S -1.737 0.631 0.886
O -3.115 0.520 0.497
O 0.565 1.174 -1.996
O -1.406 0.088 2.176
C 1.364 1.815 3.246
C 2.517 1.897 2.297
C 3.791 2.551 2.741
O 2.425 1.489 1.146
H 1.698 1.752 4.281
H 0.695 0.993 2.992
H 0.790 2.741 3.139
H 4.047 2.273 3.762
H 3.637 3.634 2.736
H 4.595 2.305 2.053
*
```